Entry 1:
The following is a quantum chemistry calculation of a gas-phase ion, C2H3FIO2S (charge -1) in a non-equilibrium geometry, from the OMol25 dataset.

Each atom is followed by the atoms it is bonded to, with distances in Å.
Geometry (Å):
1 I 1.32 0.37 -1.09  S2 2.859, C6 2.440
2 S 1.68 -2.30 -0.12  I1 2.859, O4 1.482, O5 1.458
3 F -0.92 -0.48 0.97  C6 1.440
4 O 3.05 -2.10 0.41  S2 1.482
5 O 1.60 -3.04 -1.37  S2 1.458
6 C -0.26 0.78 0.72  I1 2.440, F3 1.440, C7 1.457
7 C -1.38 1.53 0.18  C6 1.457, H8 1.162, H9 1.156, H10 1.199
8 H -2.00 1.70 1.14  C7 1.162
9 H -1.04 2.57 -0.19  C7 1.156
10 H -2.05 0.97 -0.65  C7 1.199

The HOMO-LUMO gap is 6.7 eV. The calculation puts the total energy at -1024.20338 hartree. The LUMO energy is 3.205 eV. The total charge is -1. Its energy above the lowest of the compared OMol25 structures with the same formula, charge and spin is 49.34 kcal per mole.

How positive or negative is each atom? The Mulliken charges in e answer that: atom 1 (I): -0.2639, atom 2 (S): 0.5759, atom 3 (F): -0.2149, atom 4 (O): -0.4599, atom 5 (O): -0.4511, atom 6 (C): -0.1686, atom 7 (C): -0.8088, atom 8 (H): 0.2722, atom 9 (H): 0.2971, atom 10 (H): 0.2221

Entry 2:
The following is a quantum chemistry calculation of 2 unconnected molecules or ions with the total composition C2H3FO in a non-equilibrium geometry, from the OMol25 dataset.

Each atom is followed by the atoms it is bonded to, with distances in Å.
Geometry (Å):
1 F -1.68 -0.34 -0.76  C3 1.341
2 O 1.63 0.13 1.57  C4 1.173
3 C -0.65 0.51 -0.77  F1 1.341, H5 1.076, H7 1.076
4 C 0.92 -0.57 0.95  O2 1.173, H6 1.088
5 H -0.87 1.47 -0.33  C3 1.076
6 H 0.71 -1.63 1.00  C4 1.088
7 H -0.05 0.43 -1.66  C3 1.076

The HOMO-LUMO gap (spin up / spin down) is 8.8 / 8.9 eV. The calculation puts the total energy at -252.96628 hartree. The LUMO energy (spin up / spin down) is 0.720 / 0.615 eV. The total charge is 0. Its energy above the lowest of the compared OMol25 structures with the same formula, charge and spin is 101.00 kcal per mole.

How positive or negative is each atom? The Mulliken charges in e answer that: atom 1 (F): -0.2264, atom 2 (O): -0.3279, atom 3 (C): -0.3471, atom 4 (C): 0.0645, atom 5 (H): 0.2819, atom 6 (H): 0.2646, atom 7 (H): 0.2904